[1]
{
  "formula": "C17H28CeNO2P2S",
  "method": "the ωB97M-V functional and the def2-TZVPD basis",
  "charge": 3,
  "homo_ev": [-16.767, -16.767],
  "symbols": ["Ce", "S", "P", "P", "O", "O", "N", "C", "C", "C", "C", "C", "C", "C", "C", "C", "C", "C", "C", "C", "C", "C", "C", "C", "H", "H", "H", "H", "H", "H", "H", "H", "H", "H", "H", "H", "H", "H", "H", "H", "H", "H", "H", "H", "H", "H", "H", "H", "H", "H", "H", "H"],
  "coordinates": [[0.95081, -0.35999, 1.42374], [1.46661, 2.19179, 2.12491], [3.28361, -0.55439, -0.18586], [-3.12204, -0.16253, -0.18329], [-1.85184, -0.98221, 1.09162], [-1.90512, -4.93967, -5.04906], [0.39071, 0.31477, -1.04820], [1.62956, 0.08514, 3.83888], [3.70085, -1.41367, -1.74223], [1.36676, 1.14317, -1.49162], [4.95115, -0.19939, 0.46652], [2.77124, 1.10164, -0.89522], [-1.06526, 1.20953, -2.70644], [-2.88813, 1.49221, 0.53081], [-0.50953, 1.34008, 3.84280], [-1.09931, 0.29676, 4.55064], [0.84810, 1.21783, 3.40842], [-0.38386, -0.88170, 4.81993], [1.12430, 2.08881, -2.47605], [-4.46847, 0.20071, -1.36530], [0.97242, -1.00439, 4.46441], [-0.12424, 2.13994, -3.10183], [-1.86879, -0.75866, -1.38656], [-0.79301, 0.28253, -1.73761], [-2.16010, -1.53500, 1.85272], [-1.41822, -1.63029, -0.99148], [2.71124, 0.07721, 3.63794], [-2.12750, 2.06113, 0.00021], [5.25833, -1.08467, 1.04264], [-1.60209, -4.56032, -4.24915], [-2.40393, -4.21955, -5.49043], [-0.33981, 2.88052, -3.87044], [-4.14597, 0.15204, -2.40596], [3.63641, -2.49360, -1.54123], [-5.26450, -0.54087, -1.21883], [1.93436, 2.77308, -2.74247], [-3.91732, -1.07028, 0.52824], [5.67448, -0.02804, -0.34287], [-2.36535, -1.03384, -2.35329], [-0.89205, -1.69170, 5.35656], [4.72126, -1.17632, -2.08043], [-2.13612, 0.40062, 4.88926], [-2.57227, 1.40600, 1.57602], [2.87402, 1.89821, -0.12303], [1.52496, -1.91017, 4.71874], [4.92710, 0.66360, 1.14569], [-3.81549, 2.05952, 0.50296], [-2.05087, 1.15661, -3.21345], [-4.89303, 1.19171, -1.17542], [-1.03429, 2.26521, 3.59334], [3.50996, 1.31241, -1.69517], [2.99034, -1.17153, -2.54408]],
  "forces_ev_per_angstrom": [[-2.7, 0.7, -1.5], [-0.2, -1.2, -0.3], [1.2, 1.1, -1.4], [-1.5, -0.2, -0.5], [3.0, -0.2, 2.0], [-0.9, 0.3, -1.5], [0.3, -0.6, 0.3], [-0.9, 0.0, 0.3], [-0.6, -1.1, 0.0], [0.1, 0.5, -0.1], [-0.1, -0.2, 0.8], [-0.3, 0.3, 0.6], [-1.2, 0.0, -1.2], [0.4, -0.3, 0.9], [0.6, -0.3, -0.2], [-0.2, 0.4, 0.0], [0.2, -0.1, 1.1], [0.1, -0.2, -0.1], [0.1, 0.2, -0.4], [-0.3, 0.3, -0.3], [0.3, 0.5, -0.1], [0.7, 0.3, 0.4], [0.4, 0.8, -1.5], [-0.3, -0.5, 1.3], [-0.1, 0.8, -1.0], [0.4, -0.8, 0.3], [-0.3, 0.0, 0.1], [0.1, 0.0, -0.2], [0.2, 0.3, -0.2], [0.5, 0.5, 1.3], [0.4, -0.8, 0.3], [0.1, -0.2, 0.2], [-0.2, 0.1, 0.0], [0.2, 0.2, -0.3], [0.2, 0.2, -0.2], [-0.4, -0.2, -0.1], [0.1, 0.1, 0.1], [-0.4, 0.0, 0.2], [0.3, 0.3, 1.0], [0.3, 0.2, -0.3], [-0.4, 0.1, 0.3], [0.4, -0.1, -0.1], [-0.1, 0.0, -0.2], [0.1, -0.4, -0.6], [-0.1, 0.3, 0.1], [0.1, -0.2, -0.1], [0.0, -0.1, -0.1], [0.8, 0.1, 0.4], [-0.1, -0.2, -0.2], [0.0, -0.4, 0.1], [-0.3, 0.0, 0.5], [0.1, -0.1, 0.3]],
  "lowdin_charge": [1.21, 0.89, 0.81, 0.85, -0.47, -0.04, 0.01, -0.22, -0.20, -0.33, -0.21, -0.29, 0.00, -0.15, -0.03, 0.02, -0.76, 0.03, 0.03, -0.21, -0.04, 0.04, -0.19, -0.27, 0.05, 0.07, 0.14, 0.06, 0.07, -0.01, 0.05, 0.15, 0.04, 0.07, 0.07, 0.15, 0.08, 0.08, 0.12, 0.15, 0.08, 0.15, 0.04, 0.07, 0.15, 0.06, 0.07, 0.15, 0.06, 0.15, 0.13, 0.07]
}



[2]
{
  "formula": "C31H42AsAuFN4O4P",
  "method": "the ωB97M-V functional and the def2-TZVPD basis",
  "charge": 2,
  "homo_ev": -13.743,
  "symbols": ["Au", "As", "P", "F", "O", "O", "O", "O", "N", "N", "N", "N", "C", "C", "C", "C", "C", "C", "C", "C", "C", "C", "C", "C", "C", "C", "C", "C", "C", "C", "C", "C", "C", "C", "C", "C", "C", "C", "C", "C", "C", "C", "C", "H", "H", "H", "H", "H", "H", "H", "H", "H", "H", "H", "H", "H", "H", "H", "H", "H", "H", "H", "H", "H", "H", "H", "H", "H", "H", "H", "H", "H", "H", "H", "H", "H", "H", "H", "H", "H", "H", "H", "H", "H", "H"],
  "coordinates": [[-0.38957, -0.36702, -0.42503], [1.85271, -0.01392, 0.68789], [-1.77019, 1.74313, -0.70124], [-2.62835, 0.42978, -0.97595], [-0.39157, 2.31470, -0.26901], [-2.04114, 2.42136, -2.07533], [-2.66994, 2.35785, 0.39429], [-1.95286, 0.69137, 2.71380], [-2.69010, -4.06959, 0.59885], [-1.50332, -2.38483, -0.69053], [-3.16379, -3.79765, -1.74900], [-1.05421, -4.74510, -1.05059], [2.04740, 2.51832, 2.03265], [-2.59420, -2.47701, -1.72377], [2.80550, -1.61240, 1.18510], [-2.11544, -2.75074, 0.63432], [4.21549, 1.38916, -0.19888], [-3.73382, -4.11296, -0.43592], [-0.68654, 4.68809, 0.46406], [-0.47262, -3.42676, -1.01809], [-1.64626, -5.04451, 0.26063], [-1.78887, 1.87024, -3.41457], [3.76926, -3.68370, 0.43559], [-1.21984, -0.04491, 2.28857], [5.14579, 1.78859, -1.14609], [4.92026, 1.54007, -2.49436], [-0.00043, 3.74445, -0.48458], [3.44529, -1.74162, 2.41207], [3.04923, 0.74684, -0.61088], [1.89291, 3.38902, 3.10095], [-4.58435, 3.15849, 1.60508], [4.24568, -2.85319, 2.64371], [1.29792, 1.54469, 4.52749], [-2.12144, -4.77817, -2.06288], [4.39755, -3.82510, 1.66674], [2.97664, -2.57519, 0.19182], [1.44495, 0.66975, 3.46124], [3.76107, 0.89671, -2.90307], [-4.14190, 2.36317, 0.40838], [1.50606, 2.90424, 4.34333], [-1.94005, 2.98547, -4.41173], [2.82137, 0.50280, -1.96042], [1.82380, 1.15542, 2.20927], [-4.49005, 1.33318, 0.45686], [0.30617, -3.38916, -0.25334], [-0.26883, 5.68383, 0.30571], [-2.88998, -2.01524, 0.86441], [-1.95085, 2.56773, -5.41819], [-0.78122, 1.44995, -3.43141], [-1.33724, -2.70597, 1.39874], [1.28432, -0.39008, 3.61312], [-2.87969, 3.51346, -4.25154], [-0.52596, 4.39367, 1.50132], [2.07533, 4.44729, 2.96461], [4.76165, -2.94973, 3.58969], [-4.51394, -3.39070, -0.19208], [1.01139, 1.16526, 5.49945], [-4.28801, 4.20279, 1.51846], [4.40404, 1.56627, 0.85224], [-0.03930, -3.18993, -1.99252], [-5.67121, 3.11352, 1.67399], [3.90248, -4.43127, -0.33515], [-1.75738, 4.73971, 0.27881], [2.51535, -2.44586, -0.78117], [-2.16674, -2.23902, -2.70012], [1.90922, 0.00695, -2.27808], [-2.55987, -5.77403, -2.07990], [-4.16755, -5.11068, -0.46354], [2.35445, 2.89328, 1.06574], [-0.86756, -5.01803, 1.02433], [-0.19967, 3.99639, -1.52337], [1.37611, 3.58639, 5.17325], [-3.36197, -1.74468, -1.47797], [6.05294, 2.28690, -0.83036], [-4.48013, 2.80621, -0.52820], [3.36063, -0.97806, 3.17029], [5.02239, -4.68727, 1.85831], [-1.69605, -4.55761, -3.04264], [-2.51207, 1.07436, -3.58785], [3.58923, 0.70027, -3.95341], [5.65136, 1.85104, -3.22878], [-4.16009, 2.74751, 2.52016], [1.07319, 3.72422, -0.33621], [-1.12004, 3.69888, -4.34044], [-2.08291, -6.04107, 0.23288]],
  "forces_ev_per_angstrom": [[1.3, -2.2, 0.7], [0.0, 0.7, -0.5], [-1.3, 2.5, -0.4], [0.2, -0.6, 0.0], [0.6, -0.3, 0.3], [0.1, -0.1, 0.0], [0.1, -0.1, 0.0], [-0.1, 0.1, 0.1], [-0.2, -0.1, 0.1], [-0.2, 0.7, -0.2], [-0.3, -0.1, -0.2], [0.0, -0.1, 0.0], [0.0, -0.1, 0.0], [0.1, -0.2, 0.1], [-0.2, -0.1, -0.1], [0.0, -0.2, -0.1], [0.0, -0.1, -0.1], [0.3, 0.1, 0.0], [-0.1, -0.2, 0.1], [-0.1, -0.1, 0.0], [0.0, 0.2, -0.1], [0.0, -0.1, -0.1], [0.0, 0.0, 0.0], [-0.2, 0.0, 0.2], [0.0, 0.0, 0.0], [0.0, 0.0, 0.0], [0.1, 0.4, -0.2], [0.0, 0.0, -0.1], [0.1, 0.1, 0.1], [0.0, 0.0, 0.0], [0.1, 0.0, 0.0], [0.0, 0.0, 0.0], [-0.1, 0.0, 0.0], [0.1, 0.1, 0.2], [0.0, 0.0, 0.0], [-0.1, 0.0, 0.1], [0.1, 0.0, 0.0], [0.0, 0.0, 0.0], [-0.2, -0.1, 0.0], [0.0, 0.0, 0.0], [0.0, 0.1, 0.0], [0.0, 0.1, 0.0], [-0.2, 0.0, 0.0], [0.1, 0.0, 0.0], [0.0, 0.0, 0.0], [0.0, 0.0, 0.0], [0.0, 0.0, 0.0], [0.0, 0.0, 0.0], [0.0, 0.0, 0.1], [0.0, 0.0, 0.0], [-0.1, 0.0, 0.0], [0.0, 0.0, 0.0], [0.0, 0.0, 0.0], [0.0, 0.0, 0.0], [0.0, 0.0, 0.0], [0.0, 0.0, 0.0], [0.0, 0.0, 0.0], [0.0, 0.0, 0.0], [0.0, 0.0, 0.0], [0.0, 0.0, 0.0], [0.0, 0.0, 0.0], [0.0, 0.0, 0.0], [0.0, 0.1, 0.0], [0.0, 0.0, 0.0], [0.0, 0.0, 0.0], [0.0, 0.0, 0.0], [0.0, 0.0, 0.0], [0.0, 0.0, 0.0], [0.0, 0.0, 0.0], [0.0, 0.0, 0.0], [-0.1, -0.2, 0.0], [0.0, 0.0, 0.0], [0.0, 0.0, 0.0], [0.0, 0.0, 0.0], [0.1, 0.0, 0.0], [0.0, 0.0, 0.0], [0.0, 0.0, 0.0], [0.0, 0.0, 0.0], [0.0, 0.0, 0.1], [0.0, 0.0, 0.0], [0.0, 0.0, 0.0], [0.0, 0.0, 0.0], [0.0, -0.1, 0.0], [0.0, 0.0, 0.0], [0.0, 0.0, 0.0]],
  "lowdin_charge": [0.74, 1.29, 0.44, -0.15, -0.28, -0.17, -0.18, 0.11, -0.08, -0.18, -0.08, -0.08, -0.12, -0.18, -0.36, -0.20, -0.09, -0.14, -0.04, -0.19, -0.14, -0.21, -0.05, -0.02, -0.05, -0.05, -0.17, -0.09, -0.39, -0.06, -0.05, -0.05, -0.05, -0.14, -0.05, -0.13, -0.16, -0.06, -0.20, -0.04, -0.05, -0.14, -0.38, 0.12, 0.11, 0.11, 0.12, 0.10, 0.12, 0.11, 0.10, 0.09, 0.08, 0.12, 0.12, 0.13, 0.12, 0.09, 0.11, 0.13, 0.10, 0.12, 0.08, 0.09, 0.13, 0.07, 0.14, 0.14, 0.08, 0.13, 0.12, 0.12, 0.11, 0.12, 0.13, 0.09, 0.12, 0.13, 0.12, 0.11, 0.12, 0.08, 0.11, 0.09, 0.14]
}



[3]
{
  "formula": "C4H7NO3",
  "method": "the ωB97M-V functional and the def2-TZVPD basis",
  "charge": -1,
  "multiplicity": 2,
  "homo_ev": [-3.496, -3.765],
  "symbols": ["O", "O", "O", "N", "C", "C", "C", "C", "H", "H", "H", "H", "H", "H", "H"],
  "coordinates": [[-3.37848, -0.18313, -0.11905], [1.42048, -0.40484, 1.61455], [2.47842, 0.62197, -0.17743], [-0.13672, 0.00832, -1.60836], [0.06935, 0.45166, -0.31024], [1.44031, -0.28018, 0.32176], [-2.23620, -0.57005, -0.07034], [-1.11937, 0.15464, 0.63898], [-1.54267, 1.04286, 1.07956], [0.36814, 1.47673, -0.22162], [0.38587, 0.57458, -2.27303], [-1.87653, -1.51235, -0.52311], [1.58236, -1.27030, -0.15576], [3.23633, 0.36461, 0.37398], [-0.69129, -0.47452, 1.43010]],
  "forces_ev_per_angstrom": [[-0.3, -0.2, -0.2], [-0.1, 0.4, -0.4], [0.5, -0.2, 0.0], [-0.5, -0.1, -0.4], [-0.3, -0.5, 0.2], [0.3, -0.6, 1.3], [1.1, 0.2, 0.5], [0.0, -0.5, -0.6], [0.0, 0.5, 0.1], [0.2, 0.8, 0.1], [0.3, 0.0, 0.2], [-0.5, -0.1, -0.2], [-0.2, 0.2, -0.6], [-0.4, 0.2, -0.2], [-0.2, 0.0, 0.1]],
  "mulliken_spin": [0.00, 0.12, 0.02, 0.77, -0.06, 0.14, -0.02, 0.04, 0.00, -0.01, -0.01, 0.01, 0.00, 0.00, 0.00]
}



[4]
{
  "formula": "C3H9NO2",
  "method": "the ωB97M-V functional and the def2-TZVPD basis",
  "charge": 1,
  "multiplicity": 2,
  "homo_ev": [-13.979, -13.974],
  "symbols": ["O", "O", "N", "C", "C", "C", "H", "H", "H", "H", "H", "H", "H", "H", "H"],
  "coordinates": [[-0.49872, 1.23782, -1.99371], [-0.22479, -0.75227, -3.80030], [-0.45380, 0.02340, 1.49663], [-0.69401, 1.02659, -0.82576], [0.37031, -0.93992, 2.23596], [0.27282, 0.66952, 0.35876], [1.16126, -0.43196, 2.91223], [-1.78992, 0.70942, -0.59018], [0.82965, -1.56423, 1.52493], [-0.29839, -1.57926, 2.95448], [-0.14150, -0.54313, -2.82300], [0.77024, 1.65232, 0.46092], [-0.92538, 0.68175, 2.09075], [0.44808, -0.18580, -4.14198], [1.17415, -0.00423, 0.14025]],
  "forces_ev_per_angstrom": [[1.2, 0.7, 2.4], [-0.3, -0.3, 2.5], [4.1, 1.8, -0.4], [-3.1, -2.5, -1.9], [-1.9, -0.4, 2.4], [0.9, -1.5, -0.3], [-1.2, -0.3, -1.1], [1.3, 1.1, 0.3], [0.8, -0.9, -0.7], [1.1, 1.3, -1.3], [-0.3, -0.7, -2.0], [-0.5, 0.1, 1.2], [-1.2, 0.2, 0.2], [0.7, 0.6, -0.8], [-1.6, 0.7, -0.4]],
  "mulliken_spin": [0.07, 0.00, 0.71, 0.05, 0.02, 0.03, 0.07, 0.02, 0.00, 0.02, 0.00, 0.04, -0.02, 0.00, 0.00]
}



How do the records compare in F_max? In the order shown, they have 3.65 2.87 1.46 4.52 eV/A.
How do the records compare in energy above the lowest of the compared OMol25 structures with the same formula, charge and spin? In the order shown, they have 225.3 174.4 115.4 264.3 kJ/mol.